{
  "formula": "C7H16N2O2",
  "method": "ωB97M-V with the def2-TZVPD basis set",
  "species": ["C", "C", "N", "C", "C", "C", "O", "H", "H", "H", "H", "H", "H", "H", "H", "H", "H", "H", "C", "C", "N", "O", "H", "H", "H", "H", "H"],
  "positions_angstrom": [[0.34, 1.46, 2.52], [-0.95, 1.78, 1.68], [-0.75, 1.20, 0.32], [-0.60, 2.21, -0.72], [-1.51, 0.11, -0.13], [-2.24, -0.63, 0.93], [-1.42, -0.23, -1.28], [1.10, 1.26, 1.78], [0.26, 0.47, 2.96], [0.49, 2.33, 3.15], [-1.76, 1.22, 2.12], [-1.14, 2.84, 1.52], [-0.69, 3.21, -0.33], [0.46, 2.35, -1.02], [-0.91, 1.86, -1.71], [-2.70, -0.16, 1.80], [-3.10, -1.15, 0.56], [-1.66, -1.43, 1.40], [2.54, -1.04, -2.03], [1.78, -1.41, -0.79], [0.72, -2.29, -1.01], [2.07, -1.16, 0.36], [3.57, -0.88, -1.72], [2.28, 0.01, -2.26], [2.23, -1.64, -2.87], [0.31, -2.69, -0.18], [0.00, -1.99, -1.64]],
  "lumo_ev": 0.80,
  "e_homo_ev": -9.1,
  "relative_energy_ev": 1.051,
  "e_tot_ha": -536.28152,
  "smiles": "CCN(C)C(C)=O.CC(N)=O"
}

{
  "formula": "C22H29N5O5Ti",
  "method": "ωB97M-V with the def2-TZVPD basis set",
  "species": ["Ti", "O", "C", "O", "C", "O", "C", "C", "O", "O", "H", "H", "H", "H", "H", "N", "C", "C", "C", "C", "C", "N", "C", "H", "H", "H", "H", "C", "C", "N", "C", "C", "N", "C", "C", "H", "H", "H", "H", "H", "H", "H", "H", "H", "H", "H", "H", "H", "N", "C", "C", "C", "C", "C", "C", "H", "H", "H", "H", "H", "H", "H"],
  "positions_angstrom": [[-0.11, -0.12, -0.92], [-1.46, -3.51, -3.05], [-1.18, -2.33, -2.64], [-0.58, -2.06, -1.57], [-1.67, -1.21, -3.52], [-0.95, -0.03, -3.14], [0.10, 0.36, -4.07], [1.43, 0.38, -3.35], [2.47, 0.76, -3.72], [1.24, -0.10, -2.00], [-1.19, -4.23, -2.46], [-1.56, -1.45, -4.57], [-2.73, -1.06, -3.32], [0.16, -0.33, -4.91], [-0.12, 1.35, -4.46], [-3.77, 4.83, -2.48], [-2.74, 4.46, -2.15], [-1.48, 3.91, -1.73], [-0.33, 4.69, -1.55], [0.85, 4.07, -1.16], [0.86, 2.71, -0.96], [-0.26, 1.95, -1.10], [-1.40, 2.55, -1.49], [-0.36, 5.76, -1.73], [1.76, 4.64, -1.03], [1.78, 2.20, -0.70], [-2.28, 1.95, -1.64], [1.56, -2.73, 2.45], [0.63, -2.12, 1.38], [1.28, -0.96, 0.67], [1.64, 0.08, 1.69], [2.55, -0.50, 2.80], [2.84, -1.94, 2.46], [3.52, -2.04, 1.13], [2.57, -1.46, 0.05], [1.83, -3.76, 2.22], [1.13, -2.69, 3.44], [-0.28, -1.74, 1.85], [0.36, -2.87, 0.64], [0.71, 0.46, 2.13], [2.15, 0.90, 1.18], [2.08, -0.48, 3.77], [3.50, 0.02, 2.86], [3.46, -2.32, 3.18], [3.74, -3.09, 0.96], [4.45, -1.49, 1.19], [2.32, -2.22, -0.69], [3.04, -0.63, -0.46], [-2.12, -0.28, -0.16], [-2.12, -0.03, 1.30], [-1.73, 1.21, 1.79], [-1.77, 1.42, 3.17], [-2.21, 0.42, 4.02], [-2.62, -0.81, 3.50], [-2.57, -1.05, 2.13], [-2.82, 0.32, -0.60], [-2.48, -1.22, -0.30], [-1.46, 2.03, 1.14], [-1.50, 2.39, 3.57], [-2.27, 0.60, 5.08], [-3.00, -1.58, 4.16], [-2.93, -1.99, 1.73]],
  "total_charge": 4,
  "lumo_ev": -14.47,
  "e_homo_ev": -20.9,
  "relative_energy_ev": 0.925,
  "e_tot_ha": -2353.73511
}

{
  "formula": "C36H30InN6O16S",
  "method": "ωB97M-V with the def2-TZVPD basis set",
  "species": ["In", "S", "O", "O", "O", "O", "C", "C", "C", "C", "C", "C", "N", "O", "O", "H", "H", "H", "H", "H", "C", "C", "C", "C", "C", "C", "N", "O", "O", "H", "H", "H", "H", "H", "C", "C", "C", "C", "C", "C", "N", "O", "O", "H", "H", "H", "H", "H", "C", "C", "C", "C", "C", "C", "N", "O", "O", "H", "H", "H", "H", "H", "C", "C", "C", "C", "C", "C", "N", "O", "O", "H", "H", "H", "H", "H", "C", "C", "C", "C", "C", "C", "N", "O", "O", "H", "H", "H", "H", "H"],
  "positions_angstrom": [[2.83, -2.09, -2.20], [0.03, -0.77, -1.35], [0.04, -2.24, -1.56], [0.56, -0.18, -2.58], [-1.22, -0.31, -0.84], [1.21, -0.49, -0.52], [-3.93, -4.03, -1.91], [-3.38, -2.86, -1.37], [-4.22, -1.83, -0.89], [-5.60, -1.97, -0.97], [-6.14, -3.18, -1.39], [-5.29, -4.17, -1.83], [-6.46, -0.95, -0.37], [-6.03, 0.17, -0.17], [-7.59, -1.28, -0.06], [-3.23, -4.81, -2.16], [-2.33, -2.65, -1.45], [-3.70, -0.99, -0.47], [-7.21, -3.29, -1.51], [-5.64, -5.14, -2.18], [-2.87, 0.46, 1.36], [-4.04, 0.79, 2.01], [-4.22, 0.41, 3.34], [-3.17, -0.18, 4.06], [-1.99, -0.48, 3.42], [-1.85, -0.21, 2.05], [-3.38, -0.55, 5.45], [-4.41, -0.16, 5.97], [-2.57, -1.26, 6.02], [-2.70, 0.65, 0.31], [-4.76, 1.40, 1.49], [-5.11, 0.75, 3.86], [-1.17, -1.03, 3.85], [-0.98, -0.49, 1.48], [0.12, 2.87, -0.71], [-0.25, 4.17, -1.12], [0.70, 5.19, -0.98], [1.90, 4.96, -0.37], [2.25, 3.68, 0.02], [1.33, 2.66, -0.03], [2.82, 6.07, -0.06], [2.43, 7.22, -0.11], [3.94, 5.76, 0.29], [-0.63, 2.10, -0.76], [-1.26, 4.36, -1.45], [0.46, 6.23, -1.15], [3.18, 3.47, 0.53], [1.62, 1.77, 0.53], [1.86, 4.45, -5.33], [2.96, 4.21, -6.14], [3.60, 2.97, -6.18], [3.13, 1.97, -5.32], [2.08, 2.22, -4.47], [1.43, 3.44, -4.46], [3.84, 0.71, -5.30], [3.52, -0.17, -4.51], [4.78, 0.56, -6.05], [1.36, 5.41, -5.31], [3.38, 4.90, -6.86], [4.46, 2.81, -6.82], [1.82, 1.51, -3.69], [0.70, 3.65, -3.69], [6.76, 2.59, 2.28], [7.09, 1.37, 1.71], [6.15, 0.35, 1.55], [4.84, 0.67, 1.85], [4.49, 1.89, 2.41], [5.45, 2.82, 2.73], [3.75, -0.19, 1.33], [2.83, -0.36, 2.10], [3.91, -0.83, 0.31], [7.51, 3.35, 2.42], [8.12, 1.11, 1.50], [6.32, -0.53, 0.95], [3.43, 2.02, 2.58], [5.14, 3.73, 3.23], [-1.97, -3.48, 2.01], [-2.12, -3.93, 3.31], [-1.89, -5.24, 3.61], [-1.52, -6.12, 2.58], [-1.37, -5.69, 1.28], [-1.49, -4.35, 1.01], [-1.23, -7.50, 2.94], [-1.51, -7.92, 4.05], [-0.84, -8.26, 2.06], [-2.17, -2.45, 1.74], [-2.55, -3.25, 4.04], [-1.82, -5.63, 4.61], [-1.17, -6.34, 0.44], [-1.23, -4.01, 0.02]],
  "total_charge": 1,
  "lumo_ev": -9.73,
  "e_homo_ev": -12.2,
  "relative_energy_ev": 0.255,
  "e_tot_ha": -3509.48327
}

{
  "formula": "C39H35AsBrCaCl2N2O7PS2",
  "method": "ωB97M-V with the def2-TZVPD basis set",
  "species": ["Ca", "Cl", "C", "C", "C", "C", "C", "Cl", "C", "S", "H", "H", "H", "S", "C", "C", "C", "C", "C", "C", "As", "C", "C", "C", "C", "C", "C", "C", "C", "C", "C", "C", "C", "H", "H", "H", "H", "H", "H", "H", "H", "H", "H", "H", "H", "H", "H", "C", "O", "P", "O", "C", "O", "C", "H", "H", "H", "H", "H", "H", "H", "H", "H", "C", "N", "C", "C", "C", "O", "N", "C", "O", "H", "H", "H", "H", "H", "Br", "C", "C", "C", "C", "C", "C", "C", "O", "O", "H", "H", "H", "H"],
  "positions_angstrom": [[0.89, -0.76, 2.75], [1.29, 1.93, 3.63], [0.82, 2.14, 5.29], [0.57, 3.43, 5.71], [0.21, 3.69, 7.02], [0.12, 2.62, 7.91], [0.37, 1.33, 7.47], [0.24, 0.06, 8.66], [0.72, 1.00, 6.13], [0.99, -0.61, 5.62], [0.66, 4.24, 5.00], [0.00, 4.70, 7.35], [-0.15, 2.78, 8.94], [1.75, -2.88, -0.95], [2.04, -2.80, -2.67], [2.83, -3.77, -3.33], [3.02, -3.74, -4.70], [2.44, -2.74, -5.48], [1.66, -1.77, -4.85], [1.46, -1.78, -3.48], [0.40, -0.52, -2.43], [-1.20, -1.65, -2.30], [-1.85, -1.76, -1.07], [-2.98, -2.56, -0.94], [-3.48, -3.25, -2.03], [-2.84, -3.16, -3.26], [-1.70, -2.37, -3.39], [-0.20, 0.62, -3.96], [0.78, 1.41, -4.57], [0.47, 2.29, -5.60], [-0.84, 2.41, -6.05], [-1.83, 1.66, -5.43], [-1.52, 0.78, -4.40], [3.28, -4.55, -2.72], [3.63, -4.51, -5.17], [2.59, -2.72, -6.55], [1.21, -1.00, -5.46], [-1.45, -1.23, -0.22], [-3.47, -2.64, 0.03], [-4.37, -3.87, -1.92], [-3.21, -3.71, -4.11], [-1.18, -2.32, -4.34], [1.81, 1.31, -4.25], [1.25, 2.89, -6.06], [-1.08, 3.08, -6.86], [-2.86, 1.75, -5.77], [-2.31, 0.21, -3.93], [-1.95, 3.57, 2.88], [-1.35, 3.33, 1.62], [-0.96, 1.82, 1.06], [-2.27, 1.40, 0.17], [-2.93, 2.33, -0.67], [-0.11, 2.44, -0.21], [1.15, 3.05, 0.02], [-3.04, 3.45, 2.83], [-1.72, 4.61, 3.15], [-1.58, 2.90, 3.66], [-3.67, 1.77, -1.24], [-2.23, 2.81, -1.36], [-3.43, 3.10, -0.08], [1.53, 3.36, -0.95], [1.85, 2.35, 0.47], [1.04, 3.93, 0.66], [-4.94, -0.68, 2.59], [-3.65, -1.28, 2.87], [-3.51, -2.64, 2.88], [-2.31, -3.23, 2.98], [-1.14, -2.38, 2.99], [0.02, -2.86, 2.95], [-1.29, -1.03, 3.05], [-2.51, -0.44, 3.02], [-2.71, 0.77, 3.14], [-5.72, -1.17, 3.18], [-5.18, -0.75, 1.53], [-4.88, 0.37, 2.86], [-4.43, -3.20, 2.80], [-2.19, -4.30, 3.00], [7.43, -0.43, -2.89], [6.01, -0.49, -1.62], [6.18, -1.21, -0.44], [5.15, -1.22, 0.48], [3.97, -0.53, 0.25], [3.83, 0.19, -0.93], [4.84, 0.21, -1.88], [2.88, -0.52, 1.28], [3.10, -1.04, 2.41], [1.79, 0.07, 1.00], [7.10, -1.74, -0.26], [5.24, -1.79, 1.41], [2.90, 0.71, -1.11], [4.72, 0.75, -2.81]],
  "total_charge": -2,
  "lumo_ev": 3.85,
  "e_homo_ev": -1.5,
  "relative_energy_ev": 1.414,
  "e_tot_ha": -9689.20422
}

{
  "formula": "C31H36BN10Y",
  "method": "ωB97M-V with the def2-TZVPD basis set",
  "species": ["Y", "C", "C", "C", "N", "C", "C", "C", "C", "C", "C", "C", "N", "C", "C", "C", "N", "C", "C", "C", "C", "C", "C", "C", "N", "C", "C", "H", "H", "H", "H", "H", "H", "H", "H", "H", "H", "H", "H", "H", "H", "H", "H", "H", "H", "H", "H", "H", "H", "H", "H", "H", "H", "C", "C", "N", "N", "C", "B", "N", "C", "C", "C", "N", "N", "C", "C", "C", "N", "H", "H", "H", "H", "H", "H", "H", "H", "H", "H"],
  "positions_angstrom": [[0.16, 0.08, -0.11], [1.05, -3.18, -0.20], [0.57, -3.60, -1.59], [0.22, -2.42, -2.49], [-0.64, -1.44, -1.84], [-1.91, -1.39, -2.17], [-2.56, -2.40, -2.94], [-3.71, -2.39, -3.70], [-4.62, -1.36, -3.91], [-4.63, -0.16, -3.23], [-3.83, 0.26, -2.17], [-2.70, -0.30, -1.54], [-2.20, 0.14, -0.40], [-3.08, 0.90, 0.48], [-2.77, 2.39, 0.59], [-1.38, 2.69, 1.21], [-0.71, 1.47, 1.61], [-0.87, 0.98, 2.81], [-1.76, 1.56, 3.77], [-1.81, 1.46, 5.14], [-1.01, 0.71, 6.01], [-0.14, -0.27, 5.61], [0.15, -0.77, 4.34], [-0.23, -0.34, 3.06], [0.00, -1.06, 1.96], [0.30, -2.48, 2.14], [-0.03, -3.25, 0.87], [1.49, -2.17, -0.25], [1.90, -3.79, 0.12], [-0.31, -4.25, -1.47], [1.33, -4.20, -2.10], [-0.20, -2.76, -3.44], [1.14, -1.89, -2.75], [-2.02, -3.34, -2.97], [-3.91, -3.31, -4.22], [-5.40, -1.53, -4.64], [-5.40, 0.54, -3.51], [-4.13, 1.22, -1.76], [-2.99, 0.46, 1.48], [-4.13, 0.77, 0.19], [-3.55, 2.86, 1.19], [-2.84, 2.86, -0.40], [-1.48, 3.38, 2.05], [-0.74, 3.19, 0.48], [-2.50, 2.22, 3.34], [-2.56, 2.08, 5.60], [-1.14, 0.88, 7.07], [0.38, -0.79, 6.41], [0.81, -1.63, 4.35], [-0.30, -2.87, 2.97], [1.35, -2.65, 2.42], [-0.98, -2.87, 0.48], [-0.20, -4.30, 1.12], [3.53, 2.25, 2.47], [2.56, 1.26, 2.28], [2.12, 1.27, 1.03], [2.78, 2.26, 0.39], [3.64, 2.86, 1.23], [2.68, 2.42, -1.13], [1.26, 2.85, -1.59], [0.90, 4.03, -2.12], [-0.41, 3.94, -2.55], [-0.78, 2.63, -2.25], [0.23, 1.98, -1.66], [3.07, 1.08, -1.78], [4.17, 0.87, -2.52], [4.34, -0.49, -2.68], [3.27, -1.04, -1.98], [2.50, -0.10, -1.44], [4.07, 2.49, 3.37], [2.16, 0.57, 3.00], [4.26, 3.66, 0.88], [3.45, 3.28, -1.48], [1.61, 4.84, -2.17], [-1.00, 4.70, -3.03], [-1.71, 2.12, -2.43], [4.75, 1.71, -2.86], [5.12, -1.00, -3.21], [3.03, -2.08, -1.83]],
  "lumo_ev": 0.52,
  "e_homo_ev": -6.9,
  "e_tot_ha": -1813.81521
}

{
  "formula": "C5H6O3",
  "method": "ωB97M-V with the def2-TZVPD basis set",
  "species": ["O", "C", "C", "C", "C", "O", "C", "O", "H", "H", "H", "H", "H", "H"],
  "positions_angstrom": [[0.51, -2.29, 0.06], [0.30, -1.13, -0.34], [-0.53, -0.72, -1.48], [-0.96, 0.55, -1.22], [-0.44, 1.14, 0.10], [0.19, 2.41, -0.07], [0.61, 0.04, 0.59], [0.36, -0.40, 1.93], [-0.93, -1.22, -2.34], [-1.60, 1.10, -1.86], [-1.31, 1.10, 0.81], [-0.48, 3.06, -0.21], [1.71, 0.27, 0.46], [0.24, -1.37, 1.79]],
  "lumo_ev": -0.04,
  "e_homo_ev": -10.2,
  "relative_energy_ev": 1.168,
  "e_tot_ha": -419.79647,
  "smiles": "O=C1C=C[C@H](O)[C@H]1O"
}

{
  "formula": "C19H25N3Zr",
  "method": "ωB97M-V with the def2-TZVPD basis set",
  "species": ["C", "C", "H", "H", "H", "H", "H", "H", "C", "C", "C", "C", "H", "H", "H", "H", "N", "C", "C", "N", "C", "C", "C", "H", "H", "C", "H", "H", "Zr", "C", "H", "H", "H", "C", "C", "C", "C", "C", "C", "N", "H", "H", "H", "H", "H", "H", "H", "H"],
  "positions_angstrom": [[-1.09, 0.93, 3.77], [-1.33, -0.53, 3.86], [-0.02, 1.21, 3.73], [-1.70, 1.52, 4.46], [-1.41, 1.35, 2.78], [-1.53, -0.92, 2.85], [-0.55, -1.15, 4.29], [-2.33, -0.67, 4.31], [-0.80, 2.76, -1.19], [-0.41, 3.54, -2.28], [0.03, 2.92, -3.45], [0.04, 1.53, -3.57], [-1.19, 3.17, -0.25], [-0.47, 4.64, -2.17], [0.35, 3.53, -4.28], [0.35, 1.00, -4.48], [-0.70, 1.38, -1.28], [-0.35, 0.74, -2.49], [-0.42, -0.72, -2.49], [-0.66, -1.34, -1.26], [-0.90, -2.71, -1.17], [-0.48, -2.92, -3.52], [-0.80, -3.50, -2.31], [-1.18, -3.10, -0.18], [-0.96, -4.58, -2.20], [-0.30, -1.53, -3.64], [-0.06, -1.02, -4.57], [-0.37, -3.53, -4.41], [-0.84, 0.04, 0.27], [-2.96, 0.04, 0.33], [-3.33, -0.98, 0.14], [-3.27, 0.66, -0.53], [-3.43, 0.43, 1.23], [1.41, -2.58, 1.42], [2.06, -1.26, 1.32], [3.41, -0.92, 1.49], [3.50, 0.46, 1.39], [2.22, 0.97, 1.17], [1.78, 2.37, 1.06], [1.35, -0.10, 1.11], [0.97, -2.95, 0.48], [0.62, -2.62, 2.21], [2.19, -3.30, 1.71], [4.16, -1.64, 1.69], [4.35, 1.09, 1.50], [0.79, 2.58, 1.52], [2.50, 2.99, 1.61], [1.76, 2.74, 0.02]],
  "total_charge": 2,
  "lumo_ev": -8.77,
  "e_homo_ev": -12.7,
  "e_tot_ha": -949.69107
}

Number 1: M 160.22 g/mol, strongest force on any atom 3.50 eV Å⁻¹. Number 2: M 491.37 g/mol, strongest force on any atom 1.07 eV Å⁻¹. Number 3: M 949.55 g/mol, strongest force on any atom 2.62 eV Å⁻¹. Number 4: M 1004.63 g/mol, strongest force on any atom 1.81 eV Å⁻¹. Number 5: M 648.42 g/mol, strongest force on any atom 0.45 eV Å⁻¹. Number 6: M 114.10 g/mol, strongest force on any atom 3.16 eV Å⁻¹. Number 7: M 386.65 g/mol, strongest force on any atom 4.54 eV Å⁻¹.